(1)
Molecular formula: C6H10
Method: DFT, the ωB97M-V functional and the def2-TZVPD basis

Summary:
ΔE to the lowest compared entry with this formula, charge and spin ... 133.5 kJ/mol
E_HOMO ... -9.228 eV
Spin multiplicity ... 1
E ... -234.551670 Eh

Geometry (Å):
H 1.885 -1.310 0.674
C -0.738 0.426 0.829
C -0.404 -0.876 -0.894
H -0.692 1.893 -0.842
H -0.730 0.475 1.917
C 0.442 0.062 -0.048
H 0.544 2.187 0.474
C 1.844 -0.275 0.317
H -2.336 -0.005 -0.744
H -0.173 -1.942 -0.803
H -2.114 -1.245 0.546
C -1.634 -0.465 -0.052
H 2.479 -0.190 -0.572
H -0.422 -0.616 -1.960
H 2.217 0.392 1.098
C -0.103 1.469 -0.029

Löwdin population analysis, charges in e, atoms 1 to 6: 0.08 -0.20 -0.12 0.11 0.13 -0.46


(2)
Molecular formula: C6H10
Method: DFT, the ωB97M-V functional and the def2-TZVPD basis

Summary:
ΔE to the lowest compared entry with this formula, charge and spin ... 367.3 kJ/mol
E_HOMO ... -7.871 eV
Spin multiplicity ... 1
E ... -234.462632 Eh

Geometry (Å):
C 0.951 -0.238 -0.933
H -0.787 -2.218 0.285
H 2.567 0.144 0.514
C -0.479 -0.522 -0.921
H -0.911 0.908 -1.139
C 0.213 1.111 -0.925
C 0.669 1.311 0.536
H 1.545 -0.635 -1.749
C -1.217 -1.215 0.187
H -0.140 1.387 1.265
H -2.286 -1.325 -0.026
C 1.487 -0.006 0.485
H 1.229 -0.780 1.220
H -0.844 -0.761 -1.925
H 1.309 2.193 0.673
H -1.113 -0.708 1.148

Löwdin population analysis, charges in e, atoms 1 to 6: -0.28 0.09 0.10 -0.26 0.12 -0.08


(3)
Molecular formula: C6H10
Method: DFT, the ωB97M-V functional and the def2-TZVPD basis

Summary:
ΔE to the lowest compared entry with this formula, charge and spin ... 8.7 kJ/mol
E_HOMO ... -8.713 eV
Spin multiplicity ... 1
E ... -234.599191 Eh

Geometry (Å):
H 2.499 0.492 1.115
C 2.216 0.055 0.149
H 0.353 2.172 -0.478
C -1.496 0.816 -0.397
H -2.364 -1.186 0.039
H -1.816 0.703 -1.445
H -0.134 -1.684 -0.879
C -0.027 1.167 -0.314
H 0.180 -1.838 0.848
C 0.725 0.101 -0.036
C -1.537 -0.535 0.340
H 2.593 -0.972 0.140
H -1.631 -0.339 1.416
H 2.743 0.616 -0.628
H -2.154 1.566 0.056
C -0.149 -1.134 0.075

Löwdin population analysis, charges in e, atoms 1 to 6: 0.08 -0.06 0.11 -0.19 0.10 0.11


Number 1: LUMO 1.1798 eV. Number 2: LUMO 1.0656 eV. Number 3: LUMO 1.1688 eV.